# 1
The following is a DFT calculation (ωB97M-V/def2-TZVPD) of a molecular structure, C13H15CdPSe2.

Element x y z (Å)
1 Cd -0.271 -0.137 0.129
2 C -0.391 -1.449 -1.567
3 H -1.192 -2.156 -1.255
4 H -0.717 -0.899 -2.473
5 H 0.552 -2.000 -1.763
6 H 1.860 -0.055 -0.775
7 H 1.565 0.605 -1.102
8 Se -0.182 2.548 0.495
9 P -0.719 2.127 2.529
10 Se -0.633 -0.150 2.639
11 C 0.380 3.364 3.364
12 C 1.531 3.745 2.680
13 C 2.556 4.400 3.340
14 C 2.392 4.806 4.671
15 C 1.165 4.535 5.336
16 C 0.156 3.844 4.671
17 C -1.983 2.076 3.979
18 C -1.571 1.384 5.165
19 C -2.372 1.349 6.300
20 C -3.593 2.050 6.273
21 C -4.006 2.783 5.147
22 C -3.190 2.809 3.997
23 H 1.635 3.558 1.625
24 H 3.492 4.580 2.796
25 H 3.186 5.315 5.211
26 H 0.952 4.861 6.343
27 H -0.786 3.638 5.204
28 H -0.590 0.875 5.155
29 H -2.043 0.774 7.186
30 H -4.215 2.011 7.160
31 H -4.975 3.324 5.155
32 H -3.472 3.391 3.096

Forces on atoms 1 to 2 (eV/Å):
Cd -0.450 -0.415 -0.300
C -0.614 -0.319 0.026

Results
LUMO energy, Eh: -0.023
Kohn-Sham gap, eV: 7.609

---

# 2
The following is a DFT calculation (ωB97M-V/def2-TZVPD) of 2 unconnected molecules or ions with the total composition CH7N2O.

Element x y z (Å)
1 N 1.752 0.866 -1.917
2 H 1.338 1.090 -2.823
3 H 0.925 0.662 -1.350
4 H 2.103 -0.074 -2.092
5 N -0.645 -0.672 0.284
6 C -0.925 0.018 1.608
7 O -1.182 -0.814 2.598
8 H -1.527 -1.051 -0.040
9 H -0.098 -1.466 0.616
10 H -1.719 0.769 1.348
11 H -0.022 0.671 1.769

Forces on atoms 1 to 2 (eV/Å):
N -0.501 -0.482 -0.504
H 0.119 0.276 0.042

Results
LUMO energy, Eh: 0.156
Kohn-Sham gap, eV: 6.625
Total charge: -1

---

# 3
The following is a DFT calculation (ωB97M-V/def2-TZVPD) of C4H9NO2 in the gas phase.

Element x y z (Å)
1 C -0.859 1.153 -0.694
2 C -0.271 0.356 0.473
3 C -0.953 -1.002 0.629
4 O -0.476 -1.725 1.740
5 N 1.190 0.240 0.316
6 C 1.708 -0.096 -0.906
7 O 1.209 -0.896 -1.671
8 H -0.586 2.212 -0.628
9 H -1.948 1.072 -0.709
10 H -0.491 0.761 -1.646
11 H -0.414 0.898 1.414
12 H -2.018 -0.820 0.812
13 H -0.858 -1.563 -0.309
14 H 0.424 -2.005 1.532
15 H 1.725 0.940 0.810
16 H 2.619 0.475 -1.163

Forces on atoms 1 to 2 (eV/Å):
C -0.125 0.011 -0.039
C -0.134 0.021 0.082

Results
LUMO energy, Eh: 0.028
Kohn-Sham gap, eV: 10.768

---

# 4
The following is a DFT calculation (ωB97M-V/def2-TZVPD) of a molecular structure, C5H3N.

Element x y z (Å)
1 C 0.039 1.196 1.594
2 C 0.226 0.739 -0.014
3 C -0.207 -0.872 0.577
4 C -0.465 0.122 -1.189
5 C 0.777 -0.064 1.199
6 N -0.794 -1.102 -0.504
7 H -1.464 0.604 -1.312
8 H 0.217 -0.162 -1.946
9 H 1.672 -0.460 1.594

Forces on atoms 1 to 2 (eV/Å):
C 0.507 -0.860 -5.768
C 0.678 2.894 7.359

Results
LUMO energy (spin up / spin down), Eh: -0.007 / -0.007
Kohn-Sham gap (spin up / spin down), eV: 8.482 / 8.481

---

# 5
The following is a DFT calculation (ωB97M-V/def2-TZVPD) of a molecular structure, C3H7AlNO5P.

Element x y z (Å)
1 Al 12.133 11.970 3.293
2 P 13.245 13.582 1.701
3 O 13.783 12.203 2.160
4 O 13.151 13.282 0.186
5 O 14.561 14.325 1.771
6 O 12.037 13.923 2.674
7 C 14.211 13.564 4.046
8 O 13.008 13.247 4.191
9 N 15.207 13.029 4.731
10 C 16.582 13.168 4.230
11 C 14.903 11.988 5.737
12 H 14.537 14.385 3.390
13 H 16.704 14.080 3.645
14 H 16.786 12.284 3.626
15 H 17.356 13.325 4.981
16 H 15.800 11.886 6.349
17 H 14.128 12.317 6.429
18 H 14.702 11.054 5.211

Forces on atoms 1 to 2 (eV/Å):
Al 1.867 1.128 -1.730
P 1.054 -1.125 -5.903

Results
LUMO energy, Eh: -0.141
Kohn-Sham gap, eV: 4.292

---

# 6
The following is a DFT calculation (ωB97M-V/def2-TZVPD) of a molecular structure, BH7LuO2PS.

Element x y z (Å)
1 O -1.868 0.928 -0.864
2 B -0.566 0.889 -0.910
3 O 0.411 1.731 -1.139
4 P 0.030 -1.257 -0.437
5 S 1.205 -0.433 1.751
6 H -2.282 1.773 -1.122
7 H 1.335 1.462 -1.082
8 H 1.314 -1.017 -1.038
9 H 0.370 -2.573 -0.009
10 H -1.212 -1.307 0.297
11 H -0.555 -1.646 -1.670
12 H 0.179 0.086 2.451
13 Lu 1.639 1.364 3.772

Forces on atoms 1 to 2 (eV/Å):
O 0.256 -0.199 0.052
B -0.402 1.487 -0.001

Results
LUMO energy, Eh: -0.419
Kohn-Sham gap, eV: 3.235
Total charge: +2

---

# 7
The following is a DFT calculation (ωB97M-V/def2-TZVPD) of a molecular structure, C20H46B2N4O4V.

Element x y z (Å)
1 O -0.916 0.292 -4.244
2 V -0.266 -0.469 -3.020
3 O -0.614 -2.017 -3.150
4 B 1.886 0.452 -3.206
5 H 1.909 -0.414 -2.390
6 H 2.930 1.044 -3.149
7 H 1.678 0.000 -4.311
8 H 0.979 1.163 -2.927
9 B -1.113 0.110 -0.988
10 H -1.609 0.286 0.093
11 H -0.702 1.186 -1.356
12 H -0.223 -0.677 -0.934
13 H -1.980 -0.250 -1.719
14 C 0.040 3.212 1.208
15 N 1.452 3.202 0.823
16 C 1.801 3.172 -0.474
17 C 3.085 2.954 -0.897
18 C 4.101 2.903 0.051
19 C 3.739 2.995 1.398
20 C 2.424 3.183 1.754
21 C 5.495 2.620 -0.369
22 C 6.582 3.228 0.242
23 C 7.864 2.891 -0.127
24 N 8.087 2.058 -1.160
25 C 7.055 1.503 -1.809
26 C 5.755 1.775 -1.453
27 C 9.462 1.711 -1.567
28 H -0.581 3.254 0.317
29 H -0.200 4.076 1.824
30 H -0.222 2.278 1.702
31 H 0.979 3.287 -1.167
32 H 3.286 2.832 -1.952
33 H 4.506 3.013 2.160
34 H 2.123 3.321 2.784
35 H 6.445 3.907 1.074
36 H 8.751 3.275 0.356
37 H 7.251 0.854 -2.652
38 H 4.930 1.361 -2.020
39 H 9.789 2.401 -2.347
40 H 9.447 0.734 -2.041
41 H 10.148 1.745 -0.730
42 C -2.579 -2.432 3.802
43 C -2.724 -1.550 2.576
44 C -3.054 -0.103 2.843
45 O -2.092 0.392 3.736
46 C -2.399 1.712 4.184
47 N -1.405 -1.595 1.815
48 H -0.699 -1.305 2.494
49 H -1.202 -2.528 1.462
50 H -1.375 -0.928 1.012
51 H -1.943 -1.984 4.563
52 H -2.259 -3.434 3.519
53 H -3.571 -2.534 4.249
54 H -3.451 -2.012 1.904
55 H -4.071 -0.084 3.255
56 H -3.039 0.459 1.899
57 H -1.739 1.932 5.015
58 H -3.432 1.743 4.546
59 H -2.332 2.430 3.362
60 C -4.378 -1.762 -2.036
61 C -4.871 -3.192 -2.153
62 C -4.406 -4.078 -1.012
63 O -5.249 -3.791 0.114
64 C -5.392 -4.892 1.019
65 N -6.389 -3.169 -2.102
66 H -6.762 -4.119 -2.115
67 H -6.659 -2.677 -1.251
68 H -6.728 -2.726 -2.958
69 H -4.470 -1.366 -1.026
70 H -4.908 -1.143 -2.765
71 H -3.338 -1.728 -2.360
72 H -4.600 -3.613 -3.119
73 H -3.409 -3.781 -0.674
74 H -4.346 -5.142 -1.251
75 H -5.980 -5.700 0.586
76 H -5.893 -4.502 1.902
77 H -4.408 -5.249 1.338

Forces on atoms 1 to 2 (eV/Å):
O -0.284 -0.753 1.085
V 0.239 0.536 -1.502

Results
LUMO energy, Eh: -0.325
Kohn-Sham gap, eV: 7.049
Total charge: +3

---

# 8
The following is a DFT calculation (ωB97M-V/def2-TZVPD) of a molecular structure, C26H30N3O4S4SbTa.

Element x y z (Å)
1 Ta 0.186 0.921 0.686
2 S 2.444 3.894 -2.589
3 Sb 2.215 2.943 -0.579
4 S 1.733 0.496 -0.981
5 S -0.184 3.177 0.266
6 S 3.455 2.908 1.303
7 C -2.829 3.285 4.212
8 O -2.108 2.070 4.384
9 C -2.518 1.221 5.358
10 C -3.436 1.563 6.344
11 C -3.757 0.665 7.349
12 C -3.161 -0.583 7.396
13 C -2.251 -0.940 6.414
14 C -1.944 -0.066 5.382
15 N -0.981 -0.474 4.408
16 C -1.074 -0.320 3.074
17 N -2.295 -0.168 2.559
18 C -2.714 0.038 1.229
19 C -1.886 0.411 0.174
20 C -2.442 0.538 -1.101
21 C -3.788 0.318 -1.309
22 C -4.624 0.000 -0.241
23 C -4.097 -0.135 1.028
24 O -4.809 -0.422 2.150
25 C -6.225 -0.499 2.044
26 N -0.014 -0.370 2.269
27 C 1.300 -0.430 2.830
28 C 2.134 -1.534 2.727
29 C 3.419 -1.452 3.239
30 C 3.851 -0.289 3.862
31 C 3.032 0.830 3.950
32 C 1.766 0.764 3.402
33 O 0.875 1.790 3.264
34 C 1.112 2.995 3.997
35 H -2.404 3.757 3.328
36 H -2.707 3.950 5.069
37 H -3.891 3.091 4.048
38 H -3.882 2.547 6.350
39 H -4.470 0.957 8.108
40 H -3.406 -1.277 8.187
41 H -1.780 -1.914 6.439
42 H -0.099 -0.814 4.762
43 H -3.068 -0.275 3.205
44 H -1.805 0.824 -1.929
45 H -4.205 0.411 -2.302
46 H -5.682 -0.140 -0.410
47 H -6.593 -0.594 3.062
48 H -6.528 -1.373 1.466
49 H -6.636 0.407 1.596
50 H 1.775 -2.434 2.245
51 H 4.084 -2.299 3.150
52 H 4.859 -0.231 4.250
53 H 3.396 1.747 4.393
54 H 0.219 3.599 3.863
55 H 1.979 3.524 3.604
56 H 1.243 2.764 5.055
57 C -1.055 -3.059 -2.030
58 C -1.776 -3.617 -0.793
59 C -1.154 -2.852 0.386
60 O -0.244 -1.890 -0.155
61 C 0.173 -2.380 -1.437
62 H -1.675 -2.325 -2.543
63 H -0.775 -3.836 -2.738
64 H -1.602 -4.686 -0.688
65 H -2.850 -3.446 -0.846
66 H -0.622 -3.529 1.062
67 H -1.902 -2.307 0.961
68 H 1.004 -3.083 -1.316
69 H 0.514 -1.533 -2.024

Forces on atoms 1 to 2 (eV/Å):
Ta -0.060 0.238 -1.350
S -0.163 -0.246 0.613

Results
LUMO energy, Eh: -0.144
Kohn-Sham gap, eV: 6.960
Total charge: +1

---

# 9
The following is a DFT calculation (ωB97M-V/def2-TZVPD) of C4H8Cl3OP in the gas phase.

Element x y z (Å)
1 C -1.024 0.848 -0.656
2 C -0.958 -0.104 0.486
3 C -2.187 -1.037 0.444
4 O 0.280 -0.860 0.506
5 P 1.397 -0.807 -0.682
6 Cl 2.397 -2.295 -0.052
7 C 2.642 0.848 -0.035
8 Cl 4.300 0.233 0.366
9 Cl 2.514 2.141 -1.258
10 H -1.930 1.510 -0.511
11 H -0.393 1.659 -0.713
12 H -0.901 0.312 -1.634
13 H -1.009 0.316 1.516
14 H -2.579 -1.294 -0.672
15 H -3.008 -0.631 1.004
16 H -1.784 -1.953 0.880
17 H 2.245 1.114 1.012

Forces on atoms 1 to 2 (eV/Å):
C -2.131 0.378 -0.607
C -0.522 -0.215 0.720

Results
LUMO energy, Eh: 0.029
Kohn-Sham gap, eV: 9.590

---

# 10
The following is a DFT calculation (ωB97M-V/def2-TZVPD) of C5H7N in the gas phase.

Element x y z (Å)
1 C 1.536 -0.347 0.024
2 C -0.665 -0.662 -0.096
3 C 2.790 -0.614 0.113
4 C 0.286 0.346 0.358
5 C -2.141 -0.458 0.168
6 N -0.107 -1.575 -0.840
7 H 3.525 -1.231 -0.374
8 H 3.431 -0.077 0.835
9 H 0.174 0.632 1.468
10 H 0.232 1.338 -0.214
11 H -2.817 -1.339 0.238
12 H -2.401 0.346 -0.438
13 H -2.173 0.108 1.134

Forces on atoms 1 to 2 (eV/Å):
C -1.041 -2.091 -1.816
C -0.376 -1.931 -1.883

Results
LUMO energy (spin up / spin down), Eh: 0.017 / 0.013
Kohn-Sham gap (spin up / spin down), eV: 9.420 / 8.272

---

# 11
The following is a DFT calculation (ωB97M-V/def2-TZVPD) of a molecular structure, C48H39N6O2P2S4Ta.

Element x y z (Å)
1 Ta 1.257 -0.400 -0.712
2 C 3.858 2.380 -3.134
3 O 3.313 1.060 -3.120
4 C 2.031 0.842 -3.619
5 C 1.783 1.616 -4.884
6 C 0.944 1.352 -5.886
7 C 0.002 0.247 -6.051
8 C -0.194 -0.816 -5.264
9 C 0.499 -1.161 -4.027
10 N -0.063 -1.862 -3.117
11 N -1.307 -2.279 -3.275
12 C -2.257 -1.736 -2.598
13 C -1.982 -0.685 -1.597
14 O -0.851 -0.209 -1.400
15 C -3.039 -0.339 -0.636
16 C -4.495 -0.794 -0.845
17 C -4.719 -1.655 -2.054
18 C -6.023 -2.017 -2.380
19 C -6.284 -2.875 -3.432
20 C -5.232 -3.387 -4.184
21 C -3.935 -3.022 -3.886
22 C -3.660 -2.158 -2.822
23 H 3.120 3.139 -2.860
24 H 4.291 2.619 -4.105
25 H 4.646 2.379 -2.386
26 H 2.403 2.494 -5.001
27 H 0.954 2.057 -6.709
28 H -0.620 0.310 -6.935
29 H -0.969 -1.520 -5.546
30 H -2.903 0.674 -0.266
31 H -5.205 0.033 -0.816
32 H -6.842 -1.619 -1.793
33 H -7.304 -3.144 -3.671
34 H -5.428 -4.059 -5.008
35 H -3.115 -3.402 -4.480
36 S 0.183 -2.458 0.397
37 P -0.401 -1.068 1.789
38 C 0.442 0.293 1.171
39 P 1.305 1.736 1.486
40 S 2.675 1.560 -0.030
41 C 0.271 3.191 1.263
42 C -1.055 3.034 0.873
43 C -1.853 4.151 0.664
44 C -1.319 5.421 0.832
45 C 0.009 5.579 1.212
46 C 0.806 4.469 1.432
47 C 2.188 2.050 3.032
48 C 3.549 1.784 3.164
49 C 4.194 2.060 4.360
50 C 3.488 2.602 5.425
51 C 2.133 2.883 5.293
52 C 1.486 2.614 4.100
53 C -2.208 -0.997 1.765
54 C -2.899 -1.422 0.504
55 C -4.431 -1.585 0.508
56 C -5.099 -0.945 1.679
57 C -4.411 -0.507 2.734
58 C -2.947 -0.609 2.812
59 C 0.060 -1.531 3.462
60 C 0.356 -2.855 3.781
61 C 0.671 -3.187 5.089
62 C 0.689 -2.204 6.073
63 C 0.391 -0.886 5.756
64 C 0.075 -0.548 4.447
65 H -1.454 2.034 0.745
66 H -2.889 4.033 0.377
67 H -1.940 6.292 0.671
68 H 0.420 6.571 1.343
69 H 1.837 4.595 1.739
70 H 4.107 1.377 2.331
71 H 5.254 1.865 4.455
72 H 3.997 2.823 6.354
73 H 1.588 3.329 6.114
74 H 0.439 2.873 3.992
75 H -2.416 -2.323 0.126
76 H -4.768 -2.617 0.398
77 H -6.181 -0.883 1.667
78 H -4.929 -0.085 3.585
79 H -2.478 -0.349 3.753
80 H 0.352 -3.615 3.009
81 H 0.899 -4.213 5.344
82 H 0.937 -2.468 7.093
83 H 0.406 -0.124 6.523
84 H -0.162 0.479 4.195
85 N 1.040 1.166 -2.525
86 C 1.909 -0.710 -3.698
87 N 2.246 -1.136 -2.350
88 C 3.405 -1.898 -2.336
89 C 3.968 -2.168 -3.517
90 S 3.103 -1.477 -4.858
91 C 3.826 -2.197 -0.988
92 C 4.793 -2.993 -0.508
93 S 4.826 -2.918 1.215
94 C 3.512 -1.803 1.198
95 N 3.078 -1.507 -0.021
96 N 3.014 -1.301 2.326
97 H 1.203 2.111 -2.180
98 H 0.099 1.161 -2.914
99 H 4.869 -2.735 -3.691
100 H 5.486 -3.609 -1.056
101 H 3.371 -1.572 3.225
102 H 2.206 -0.698 2.288

Forces on atoms 1 to 2 (eV/Å):
Ta -0.466 0.240 -0.117
C -0.002 -0.029 0.003

Results
LUMO energy, Eh: -0.221
Kohn-Sham gap, eV: 5.879
Total charge: +2